Entry 1:
The following is a DFT calculation (wB97M-V/def2-TZVPD) of a structure of composition C20H18BaN2O8 at a distorted geometry.

Element x y z (Å)
Ba: 0.619 -0.513 -0.932
C: -2.692 -0.701 2.469
C: -2.916 0.076 3.560
C: -2.073 1.345 3.718
O: -2.148 2.168 4.748
C: -1.264 1.813 2.773
C: -0.890 0.998 1.610
C: -1.773 -0.323 1.464
O: -1.696 -0.821 0.363
O: -0.043 1.335 0.778
O: -3.682 -0.307 4.549
H: -3.194 -1.640 2.287
H: -0.897 2.822 2.886
C: 5.293 0.546 -2.057
C: 4.178 0.023 -1.487
C: 4.113 0.002 0.073
O: 3.013 -0.270 0.696
C: 5.237 0.114 0.828
C: 6.490 0.472 0.251
C: 6.469 0.775 -1.283
O: 7.493 1.324 -1.721
O: 7.572 0.374 0.833
O: 3.199 -0.320 -2.289
H: 5.246 0.587 -3.136
H: 5.215 0.073 1.907
C: -1.548 5.332 -2.363
C: -2.566 4.507 -1.580
C: -1.887 3.346 -0.960
C: -1.091 2.377 -1.829
N: -0.516 1.640 -2.527
H: -2.003 6.227 -2.786
H: -1.207 4.934 -3.318
H: -0.676 5.491 -1.728
H: -3.367 4.192 -2.250
H: -3.099 5.056 -0.803
H: -2.636 2.668 -0.550
H: -1.271 3.713 -0.139
C: -1.557 -5.850 -1.285
C: -2.135 -5.549 0.091
C: -1.913 -4.150 0.548
C: -0.549 -3.604 0.457
N: 0.490 -3.046 0.432
H: -1.787 -5.140 -2.079
H: -1.718 -6.879 -1.609
H: -0.476 -5.740 -1.198
H: -1.455 -6.043 0.785
H: -3.166 -5.878 0.217
H: -2.203 -4.104 1.598
H: -2.534 -3.451 -0.012

Values from the calculation:
energy relative to the best compared isomer or geometry (same formula, charge and spin)	64.6	kcal/mol
charge	-2
Kohn-Sham gap	4.802	eV
molar mass	551.70	g/mol
HOMO level	-1.5	eV
strongest force on any atom	6.6	eV Å⁻¹


Entry 2:
The following is a DFT calculation (wB97M-V/def2-TZVPD) of a cluster of 5 separate species, C26H55BF5N8O16S3 in total at a distorted geometry.

Element x y z (Å)
C: 4.523 1.326 -0.539
C: 3.357 2.348 -0.493
C: 2.229 2.061 -1.542
C: 1.642 0.622 -1.369
C: 0.110 0.603 -0.920
C: -0.020 -0.386 0.279
B: -1.549 -0.930 0.540
S: -1.373 -1.551 2.409
O: -2.203 -2.719 2.724
O: 0.004 -1.915 2.722
C: -1.731 -0.099 3.574
F: -0.697 0.007 4.446
F: -1.755 1.085 2.918
C: -3.008 -0.270 4.459
F: -2.739 -1.008 5.528
F: -3.334 0.960 4.940
F: -4.069 -0.714 3.799
O: -2.629 -0.021 0.276
C: -3.633 -0.466 -0.666
C: -4.940 -0.265 0.173
C: -5.557 1.149 0.163
C: -4.697 2.212 0.947
O: -4.371 3.365 0.135
C: -3.432 0.597 -1.790
C: -4.552 0.602 -2.907
C: -4.809 2.050 -3.443
S: -6.534 2.606 -3.342
O: -7.445 1.550 -2.994
O: -6.950 3.367 -4.489
O: -6.529 3.627 -2.064
C: -3.135 -1.974 -0.979
C: -3.022 -2.365 -2.491
C: -1.644 -2.072 -3.133
C: -0.498 -3.033 -2.651
O: 0.340 -3.344 -3.817
C: 1.298 -2.373 -3.994
C: 0.990 -1.121 -4.849
O: 2.364 -2.473 -3.512
S: -4.170 -3.392 -0.367
C: -4.818 -3.279 1.309
O: -3.311 -4.560 -0.375
O: -5.314 -3.575 -1.264
O: -1.966 -2.108 -0.239
H: 5.380 1.692 0.055
H: 4.850 1.051 -1.561
H: 4.226 0.377 -0.051
H: 3.786 3.339 -0.745
H: 2.886 2.310 0.506
H: 1.464 2.858 -1.583
H: 2.747 2.072 -2.531
H: 2.205 0.001 -0.656
H: 1.709 0.110 -2.351
H: -0.439 0.201 -1.790
H: -0.200 1.631 -0.670
H: 0.223 0.213 1.187
H: 0.664 -1.250 0.177
H: -5.675 -1.056 -0.102
H: -4.658 -0.459 1.227
H: -5.861 1.541 -0.817
H: -6.500 1.077 0.750
H: -3.809 1.767 1.426
H: -5.319 2.621 1.773
H: -3.413 3.286 0.013
H: -3.432 1.605 -1.338
H: -2.461 0.507 -2.302
H: -5.455 0.136 -2.482
H: -4.239 0.012 -3.786
H: -4.212 2.821 -2.912
H: -4.518 2.147 -4.506
H: -7.464 3.761 -1.824
H: -3.193 -3.449 -2.638
H: -3.797 -1.876 -3.105
H: -1.330 -1.016 -3.129
H: -1.761 -2.331 -4.210
H: -0.939 -3.973 -2.287
H: 0.151 -2.537 -1.909
H: 0.279 -1.388 -5.657
H: 0.496 -0.362 -4.212
H: 1.897 -0.729 -5.332
H: -5.922 -3.200 1.241
H: -4.619 -4.240 1.814
H: -4.467 -2.441 1.922
C: 7.360 1.032 2.732
O: 6.288 0.802 2.192
N: 7.641 0.637 4.001
N: 8.368 1.708 2.105
H: 8.514 0.812 4.464
H: 6.924 0.137 4.493
H: 8.195 2.015 1.166
H: 9.258 1.909 2.530
C: -7.589 -1.955 -4.168
O: -6.697 -1.151 -4.377
N: -7.703 -2.640 -2.999
N: -8.554 -2.235 -5.099
H: -8.428 -3.305 -2.811
H: -7.009 -2.460 -2.291
H: -8.500 -1.747 -5.974
H: -9.296 -2.891 -4.950
C: 8.934 -2.150 6.076
O: 9.170 -1.045 5.620
N: 8.898 -3.269 5.300
N: 8.685 -2.359 7.402
H: 8.704 -4.186 5.653
H: 9.075 -3.150 4.318
H: 8.703 -1.556 8.004
H: 8.487 -3.259 7.797
C: 11.173 4.443 3.113
O: 10.739 3.330 3.349
N: 12.364 4.886 3.608
N: 10.504 5.338 2.333
H: 12.739 5.797 3.427
H: 12.883 4.251 4.188
H: 9.621 5.044 1.952
H: 10.841 6.259 2.125

Values from the calculation:
charge	-1
Kohn-Sham gap	7.441	eV
molar mass	937.77	g/mol
HOMO level	-5.8	eV
strongest force on any atom	3.3	eV Å⁻¹


Entry 3:
The following is a DFT calculation (wB97M-V/def2-TZVPD) of an isolated molecule of CH3NO4 at a distorted geometry.

Element x y z (Å)
O: 0.518 -0.898 2.150
N: 0.029 -0.957 1.084
O: -0.374 -1.852 0.436
O: -0.604 0.483 0.675
C: -0.439 0.603 -0.673
O: 0.978 0.275 -0.971
H: -0.683 1.629 -0.980
H: -0.965 -0.207 -1.198
H: 1.539 0.924 -0.524

Values from the calculation:
energy relative to the best compared isomer or geometry (same formula, charge and spin)	62.4	kcal/mol
Kohn-Sham gap	10.864	eV
molar mass	93.04	g/mol
HOMO level	-11.3	eV
strongest force on any atom	3.1	eV Å⁻¹
SMILES	O=[N+]([O-])OCO


Entry 4:
The following is a DFT calculation (wB97M-V/def2-TZVPD) of an isolated molecule of C8H16O2 at a distorted geometry.

Element x y z (Å)
C: -2.124 -1.356 0.783
C: -0.784 -0.834 1.291
C: -0.084 0.462 0.608
C: -1.147 1.525 0.321
O: 0.741 1.033 1.635
C: 0.815 0.097 -0.629
C: 2.277 -0.194 -0.223
C: 0.853 1.183 -1.722
C: 0.266 -1.188 -1.254
O: -0.616 -1.212 -2.112
H: -2.593 -1.984 1.549
H: -2.024 -1.985 -0.103
H: -2.826 -0.550 0.554
H: -0.058 -1.651 1.379
H: -0.958 -0.529 2.332
H: -1.770 1.694 1.207
H: -0.686 2.497 0.107
H: -1.781 1.242 -0.523
H: 1.213 0.321 2.098
H: 2.336 -0.941 0.576
H: 2.783 0.716 0.121
H: 2.848 -0.589 -1.071
H: 1.184 2.145 -1.319
H: -0.125 1.324 -2.193
H: 1.541 0.899 -2.528
H: 0.719 -2.125 -0.884

Values from the calculation:
energy relative to the best compared isomer or geometry (same formula, charge and spin)	31.1	kcal/mol
Kohn-Sham gap	10.473	eV
molar mass	144.21	g/mol
HOMO level	-9.7	eV
strongest force on any atom	2.2	eV Å⁻¹
SMILES	CC[C@@](C)(O)C(C)(C)C=O


Entry 5:
The following is a DFT calculation (wB97M-V/def2-TZVPD) of a structure of composition C15H15N5O2V at a distorted geometry.

Element x y z (Å)
V: -0.026 -0.079 0.676
C: -3.166 -1.266 1.388
C: -1.679 -1.414 1.481
C: -0.949 -2.170 0.487
C: 0.412 -2.394 0.610
C: 1.138 -1.757 1.633
C: 0.429 -1.083 2.665
C: -0.959 -0.969 2.592
H: -3.658 -2.117 1.866
H: -3.506 -1.237 0.352
H: -3.505 -0.357 1.881
H: -1.485 -2.545 -0.375
H: 0.934 -2.930 -0.171
H: 2.214 -1.846 1.676
H: 0.966 -0.589 3.458
H: -1.504 -0.414 3.346
C: 3.334 0.925 -1.937
C: 2.295 0.758 -0.881
N: 1.258 -0.001 -0.986
O: 1.138 -0.716 -2.173
C: 2.352 1.510 0.364
C: 3.411 2.476 0.760
N: 1.297 1.256 1.101
O: 1.000 1.805 2.199
H: 3.069 0.389 -2.842
H: 4.296 0.560 -1.571
H: 3.458 1.985 -2.163
H: 0.187 -0.698 -2.350
H: 3.676 3.152 -0.054
H: 4.323 1.960 1.073
H: 3.048 3.064 1.600
N: -1.445 0.656 -0.640
C: -2.354 0.684 -1.368
C: -3.417 0.706 -2.242
C: -3.152 0.860 -3.630
N: -2.904 0.993 -4.748
C: -4.731 0.509 -1.741
N: -5.797 0.335 -1.339

Values from the calculation:
energy relative to the best compared isomer or geometry (same formula, charge and spin)	1.2	kcal/mol
multiplicity	2
Kohn-Sham gap (spin up / spin down)	7.269 / 7.044	eV
molar mass	348.26	g/mol
HOMO level (spin up / spin down)	-8.2 / -7.9	eV
strongest force on any atom	1.4	eV Å⁻¹


Entry 6:
The following is a DFT calculation (wB97M-V/def2-TZVPD) of an isolated molecule of C8H18N3PSi at a distorted geometry.

Element x y z (Å)
C: -2.740 0.799 -2.210
C: -1.219 0.901 -2.182
C: -0.677 -0.454 -2.589
C: -0.492 2.125 -2.882
C: -0.840 1.035 -0.715
N: 0.013 0.349 -0.091
N: 0.164 0.332 1.163
Si: 1.169 -0.873 2.008
C: 1.408 0.127 3.599
C: 2.903 -1.137 1.162
C: 0.408 -2.570 2.337
P: -1.761 2.080 0.440
N: -1.163 1.757 1.771
H: -3.149 0.533 -3.258
H: -3.060 0.021 -1.452
H: -3.227 1.789 -2.068
H: -0.887 -0.780 -3.542
H: -1.062 -1.206 -1.908
H: 0.448 -0.409 -2.434
H: -0.222 2.897 -2.154
H: -1.045 2.524 -3.676
H: 0.389 1.771 -3.327
H: 1.017 1.142 3.228
H: 0.871 -0.366 4.350
H: 2.398 0.261 3.778
H: 3.431 -1.832 1.790
H: 2.694 -1.629 0.244
H: 3.603 -0.293 0.977
H: 0.578 -3.578 1.816
H: 0.750 -2.956 3.373
H: -0.698 -2.359 2.449

Values from the calculation:
energy relative to the best compared isomer or geometry (same formula, charge and spin)	52.7	kcal/mol
Kohn-Sham gap	8.793	eV
molar mass	215.31	g/mol
HOMO level	-8.8	eV
strongest force on any atom	4.5	eV Å⁻¹
SMILES	CC(C)(C)C(/N=N/[Si](C)(C)C)=P#N


Question: Which of these has the lowest strongest force on any atom?
Answer: C15H15N5O2V


Question: What is the strongest force on any atom in the second record?
Answer: 3.3 eV Å⁻¹